(1)
Formula: CH2IOP
Source: OMol25
Level of theory: ωB97M-V with the def2-TZVPD basis set

Values from the calculation:
charge = 0
spin multiplicity = 1
Kohn-Sham gap = 9.304 eV
lowest unoccupied orbital energy = -0.14 eV
electronic energy = -753.55387 Eh
E_HOMO = -9.447 eV

Last column: natural (NBO) charge in e.
Cartesian coordinates (Å):
C -0.463 -0.467 0.062  -0.8903
O 0.333 2.024 -0.805  -1.0306
P 0.375 1.339 0.484  1.2727
I 1.601 -0.982 -0.003  0.1811
H -1.026 -1.025 -0.743  0.2558
H -0.820 -0.890 1.005  0.2113


(2)
Formula: C46H54F7N2O23S2
Source: OMol25
Level of theory: ωB97M-V with the def2-TZVPD basis set

Values from the calculation:
charge = 0
<S²> = 0.754
spin multiplicity = 2
Kohn-Sham gap (alpha / beta) = 7.951 / 7.947 eV
lowest unoccupied orbital energy (alpha / beta) = -0.03 / -0.04 eV
electronic energy = -5120.71426 Eh
E_HOMO (alpha / beta) = -7.985 / -7.985 eV

Last column: Löwdin spin population.
Cartesian coordinates (Å):
C -0.951 0.902 1.407  -0.0011
C -1.731 1.758 0.384  0.0284
C -3.209 1.403 0.616  0.0021
C -1.265 1.306 -1.000  0.0163
C -1.688 2.215 -2.159  0.0008
O -3.101 2.139 -2.426  0.0004
C -0.954 1.912 -3.502  0.0011
C -0.110 0.638 -3.601  0.0003
C -0.992 -0.601 -3.660  0.0003
S -0.129 -2.183 -3.698  0.0000
C 0.257 -2.707 -2.000  0.0000
S -0.976 -3.263 -1.095  0.0001
N 1.583 -2.636 -1.594  0.0000
C 2.523 -3.040 -2.612  0.0000
C 3.740 -2.397 -2.643  0.0000
C 4.683 -2.693 -3.593  0.0000
C 4.395 -3.651 -4.539  0.0000
C 3.201 -4.324 -4.520  0.0000
C 2.279 -4.006 -3.551  0.0000
C 1.884 -3.263 -0.312  0.0000
C 1.814 -4.628 -0.170  0.0000
C 2.071 -5.190 1.035  0.0000
C 2.415 -4.447 2.128  0.0000
C 2.545 -3.080 2.010  0.0000
C 2.270 -2.491 0.776  0.0000
C -1.337 3.657 -1.778  0.0153
C -1.813 4.104 -0.404  0.0271
C -1.113 5.455 -0.121  -0.0010
C -3.314 4.443 -0.376  0.0021
N -1.408 3.171 0.679  0.3614
O -0.166 3.341 0.955  0.5389
H 0.079 0.852 1.070  -0.0002
H -0.972 1.341 2.398  -0.0002
H -1.322 -0.118 1.396  -0.0003
H -3.859 1.687 -0.202  0.0000
H -3.247 0.317 0.663  -0.0004
H -3.559 1.761 1.580  0.0012
H -0.175 1.310 -0.981  0.0020
H -1.566 0.268 -1.118  0.0011
H -3.226 1.331 -2.932  0.0000
H -0.299 2.754 -3.717  0.0001
H -1.696 1.880 -4.299  0.0000
H 0.400 0.689 -4.564  0.0000
H 0.686 0.549 -2.866  0.0001
H -1.785 -0.577 -2.914  0.0002
H -1.487 -0.573 -4.631  0.0000
H 3.949 -1.640 -1.901  0.0000
H 5.611 -2.144 -3.593  0.0000
H 5.117 -3.873 -5.312  0.0000
H 2.974 -5.071 -5.261  0.0000
H 1.330 -4.531 -3.572  0.0000
H 1.524 -5.247 -1.006  0.0000
H 1.991 -6.253 1.181  0.0000
H 2.599 -4.891 3.094  0.0000
H 2.830 -2.458 2.850  0.0000
H 2.371 -1.421 0.658  0.0000
H -0.246 3.682 -1.780  0.0023
H -1.667 4.357 -2.542  0.0012
H -1.152 5.715 0.932  -0.0002
H -0.101 5.474 -0.506  -0.0001
H -1.660 6.224 -0.667  -0.0003
H -3.944 3.625 -0.701  0.0000
H -3.551 4.767 0.635  0.0014
H -3.461 5.286 -1.040  -0.0003
C -6.296 2.445 -3.458  0.0000
C -7.286 2.612 -4.583  0.0000
O -8.502 2.835 -3.883  0.0000
C -8.173 3.423 -2.700  0.0000
O -8.942 3.983 -1.991  0.0000
O -6.851 3.293 -2.444  0.0000
F -7.399 1.484 -5.323  0.0000
H -6.255 1.419 -3.090  0.0000
H -5.292 2.764 -3.730  0.0000
H -7.084 3.457 -5.243  0.0000
C 3.768 1.862 3.937  0.0000
C 5.265 1.885 3.782  0.0000
O 5.613 0.530 3.967  0.0000
C 4.542 -0.214 3.557  0.0000
O 4.595 -1.378 3.342  0.0000
O 3.441 0.554 3.438  0.0000
F 5.862 2.633 4.751  0.0000
H 3.464 1.939 4.982  0.0000
H 3.268 2.631 3.364  0.0000
H 5.614 2.222 2.804  0.0000
C 8.068 5.788 5.911  0.0000
C 6.586 5.772 6.199  0.0000
O 6.091 6.761 5.316  0.0000
C 6.936 6.793 4.242  0.0000
O 6.689 7.306 3.207  0.0000
O 8.096 6.145 4.526  0.0000
F 6.320 6.143 7.476  0.0000
H 8.588 6.547 6.496  0.0000
H 8.543 4.824 6.076  0.0000
H 6.095 4.820 5.989  0.0000
C 6.603 -6.887 1.077  0.0000
C 6.485 -8.376 1.299  0.0000
O 5.089 -8.586 1.238  0.0000
C 4.579 -7.615 0.416  0.0000
O 3.499 -7.639 -0.062  0.0000
O 5.486 -6.627 0.225  0.0000
F 6.932 -8.740 2.532  0.0000
H 6.493 -6.325 2.006  0.0000
H 7.536 -6.602 0.598  0.0000
H 6.979 -8.988 0.543  0.0000
C -11.856 2.709 -0.585  0.0000
C -12.624 3.885 -0.036  0.0000
O -13.096 3.391 1.203  0.0000
C -12.194 2.455 1.627  0.0000
O -12.134 2.032 2.730  0.0000
O -11.376 2.084 0.611  0.0000
F -13.685 4.204 -0.820  0.0000
H -12.501 2.014 -1.124  0.0000
H -11.033 3.005 -1.229  0.0000
H -12.022 4.779 0.134  0.0000
C -5.860 6.879 -3.632  0.0000
C -4.438 7.225 -3.250  0.0000
O -3.735 6.040 -3.594  0.0000
C -4.417 5.462 -4.621  0.0000
O -3.983 4.610 -5.321  0.0000
O -5.659 5.990 -4.741  0.0000
F -4.315 7.444 -1.921  0.0000
H -6.382 6.354 -2.831  0.0000
H -6.443 7.747 -3.929  0.0000
H -4.014 8.070 -3.795  0.0000
C 5.447 -11.298 4.811  0.0000
C 6.942 -11.133 4.692  0.0000
O 7.422 -12.428 5.000  0.0000
C 6.445 -13.310 4.628  0.0000
O 6.605 -14.474 4.499  0.0000
O 5.269 -12.663 4.419  0.0000
F 7.423 -10.254 5.607  0.0000
H 5.102 -11.165 5.838  0.0000
H 4.893 -10.627 4.160  0.0000
H 7.285 -10.845 3.699  0.0000


(3)
Formula: C4H11NO
Source: OMol25
Level of theory: ωB97M-V with the def2-TZVPD basis set

Values from the calculation:
charge = 0
spin multiplicity = 1
Kohn-Sham gap = 9.683 eV
lowest unoccupied orbital energy = 0.98 eV
electronic energy = -288.96253 Eh
E_HOMO = -8.704 eV
SMILES = CC=O.CCN

Last column: natural (NBO) charge in e.
Cartesian coordinates (Å):
C 1.100 2.211 0.152  -0.7248
C -0.205 2.242 0.861  0.4359
O -0.362 1.904 2.004  -0.5219
H 0.984 1.822 -0.857  0.2283
H 1.364 3.267 0.018  0.2379
H 1.911 1.719 0.675  0.2365
H -1.067 2.658 0.301  0.1062
C 0.691 -1.961 0.088  -0.6232
C -0.537 -1.085 -0.192  -0.2150
N -1.574 -1.686 -0.980  -0.8842
H 0.594 -2.523 1.016  0.2067
H 1.595 -1.359 0.102  0.1992
H 0.779 -2.685 -0.735  0.2118
H -0.167 -0.178 -0.657  0.1655
H -1.046 -0.768 0.725  0.1953
H -1.645 -1.562 -1.972  0.3716
H -2.415 -2.016 -0.549  0.3742